Run 1
Formula: C5H11NO2
Source: the Open Molecules 2025 dataset
Level of theory: ωB97M-V with the def2-TZVPD basis set

Geometry as ORCA input:
```
! wB97M-V def2-TZVPD RIJCOSX def2/J DEFGRID3
* xyz 0 1
C -0.073 1.383 0.804
C 0.564 0.495 -0.067
C 1.790 -0.260 0.382
C 0.467 0.726 -1.554
H 0.259 1.474 1.833
H -0.645 2.227 0.435
H 2.714 0.243 0.070
H 1.806 -1.267 -0.046
H 1.825 -0.372 1.469
H 1.332 1.279 -1.941
H 0.429 -0.227 -2.094
H -0.429 1.294 -1.822
N -1.872 -1.122 -0.557
C -1.279 -0.684 0.583
O -1.782 0.313 1.246
O -0.721 -1.728 1.252
H -2.281 -0.418 -1.148
H -1.490 -1.938 -1.008
H -0.613 -1.418 2.164
*
```

Computed properties:
Kohn-Sham gap, eV: 8.0
SMILES: C=C(C)C.NC(=O)O

Results of the natural (NBO) charge analysis, in e, for atoms 1 through 4: atom 1 (C): -0.154, atom 2 (C): -0.233, atom 3 (C): -0.619, atom 4 (C): -0.624

Run 2
Formula: C5H11NO2
Source: the Open Molecules 2025 dataset
Level of theory: ωB97M-V with the def2-TZVPD basis set

Geometry as ORCA input:
```
! wB97M-V def2-TZVPD RIJCOSX def2/J DEFGRID3
* xyz 0 1
C -0.567 1.155 -0.642
N 0.734 0.853 -0.117
C 1.095 -0.381 0.109
C 0.248 -1.382 0.578
O -2.417 -1.480 0.303
C 2.580 -0.547 -0.166
O 3.059 0.638 -0.501
C -1.677 1.258 0.377
H -0.382 2.072 -1.153
H -0.852 0.453 -1.433
H 1.849 1.231 -0.427
H 3.035 -0.897 0.807
H 0.637 -2.325 0.918
H -0.837 -1.381 0.553
H -3.293 -1.700 -0.126
H 2.751 -1.301 -0.891
H -1.513 2.029 1.064
H -2.611 1.411 -0.095
H -1.840 0.294 0.843
*
```

Computed properties:
Kohn-Sham gap, eV: 4.8

Results of the natural (NBO) charge analysis, in e, for atoms 1 through 4: atom 1 (C): -0.245, atom 2 (N): -0.324, atom 3 (C): 0.145, atom 4 (C): -0.021

run 1 takes first place; second place is 5.503 eV up.

Run 1
Formula: C3H4ClF
Source: the Open Molecules 2025 dataset
Level of theory: ωB97M-V with the def2-TZVPD basis set

Geometry as ORCA input:
```
! wB97M-V def2-TZVPD RIJCOSX def2/J DEFGRID3
* xyz 0 1
C 0.698 0.222 -0.257
C 1.695 -0.400 0.450
C -2.018 0.198 -0.634
F -2.084 1.197 0.283
Cl -2.960 -1.016 -0.136
H 0.848 1.178 -0.789
H -0.400 -0.052 -0.242
H 1.488 -1.259 0.995
H 2.733 -0.068 0.330
*
```

Computed properties:
Kohn-Sham gap, eV: 9.2

Results of the natural (NBO) charge analysis, in e, for atoms 1 through 4: atom 1 (C): -0.325, atom 2 (C): -0.395, atom 3 (C): 0.228, atom 4 (F): -0.340

Run 2
Formula: C3H4ClF
Source: the Open Molecules 2025 dataset
Level of theory: ωB97M-V with the def2-TZVPD basis set

Geometry as ORCA input:
```
! wB97M-V def2-TZVPD RIJCOSX def2/J DEFGRID3
* xyz 0 1
C 0.170 1.117 -0.016
C 0.409 -0.411 0.022
Cl 2.048 -0.854 0.029
C -0.682 -1.183 -0.054
F -1.934 -0.822 0.061
H 0.715 1.453 0.861
H 0.789 1.515 -0.803
H -0.840 1.419 0.015
H -0.675 -2.234 -0.115
*
```

Computed properties:
Kohn-Sham gap, eV: 10.3
SMILES: C/C(Cl)=C\F

Results of the natural (NBO) charge analysis, in e, for atoms 1 through 4: atom 1 (C): -0.645, atom 2 (C): -0.137, atom 3 (Cl): 0.046, atom 4 (C): 0.217

run 2 takes first place; second place is 3.378 eV up.

Run 1
Formula: C3H4ClF
Source: the Open Molecules 2025 dataset
Level of theory: ωB97M-V with the def2-TZVPD basis set

Geometry as ORCA input:
```
! wB97M-V def2-TZVPD RIJCOSX def2/J DEFGRID3
* xyz 0 1
F -0.372 1.016 -1.630
C 0.088 0.093 -0.820
C -0.640 -0.440 0.479
C 0.528 0.468 0.475
Cl 2.021 -0.422 0.813
H 0.334 -0.683 -1.484
H -0.640 -1.416 0.686
H -1.755 -0.230 0.846
H 0.437 1.616 0.635
*
```

Computed properties:
Kohn-Sham gap, eV: 11.0
SMILES: F[C@@H]1C[C@H]1Cl

Results of the natural (NBO) charge analysis, in e, for atoms 1 through 4: atom 1 (F): -0.328, atom 2 (C): 0.187, atom 3 (C): -0.477, atom 4 (C): -0.263

Run 2
Formula: C3H4ClF
Source: the Open Molecules 2025 dataset
Level of theory: ωB97M-V with the def2-TZVPD basis set

Geometry as ORCA input:
```
! wB97M-V def2-TZVPD RIJCOSX def2/J DEFGRID3
* xyz 0 1
C -0.028 1.148 -0.046
C -0.599 -0.306 0.076
Cl -2.235 -0.677 -0.099
C 0.329 -1.249 0.037
F 1.750 -0.863 -0.152
H -0.896 1.776 -0.002
H 0.609 1.345 0.873
H 0.655 1.155 -0.958
H 0.416 -2.327 0.273
*
```

Computed properties:
Kohn-Sham gap, eV: 10.4
SMILES: C/C(Cl)=C\F

Results of the natural (NBO) charge analysis, in e, for atoms 1 through 4: atom 1 (C): -0.642, atom 2 (C): -0.139, atom 3 (Cl): 0.063, atom 4 (C): 0.192

Run 3
Formula: C3H4ClF
Source: the Open Molecules 2025 dataset
Level of theory: ωB97M-V with the def2-TZVPD basis set

Geometry as ORCA input:
```
! wB97M-V def2-TZVPD RIJCOSX def2/J DEFGRID3
* xyz 0 1
C -0.105 -0.703 -1.221
C 0.365 -0.451 0.029
Cl 1.464 -1.583 0.705
C -0.211 0.674 0.875
F 0.737 1.645 1.097
H -0.869 0.102 -1.497
H 0.300 -1.148 -2.099
H -0.707 0.301 1.818
H -0.972 1.163 0.293
*
```

Computed properties:
Kohn-Sham gap, eV: 10.5
SMILES: C=C(Cl)CF

Results of the natural (NBO) charge analysis, in e, for atoms 1 through 4: atom 1 (C): -0.386, atom 2 (C): -0.073, atom 3 (Cl): 0.017, atom 4 (C): 0.017

run 3 takes first place; second place is 0.189 eV up.